Entry 1:
Formula: C36H84N5O19P6
Source: OMol25
Level of theory: wB97M-V/def2-TZVPD

XYZ file:
```
150
Properties=species:S:1:pos:R:3:mulliken_charge:R:1
C -4.4006 -0.5621 -3.9683 -0.62
C -3.0484 -0.2970 -3.5945 -0.33
C -1.4351 -0.2398 -3.1563 0.00
C -1.0254 -1.7863 -2.6676 -0.16
C -1.0724 -1.9313 -1.0010 -0.87
N 0.2166 -1.9777 -0.3043 1.04
C 1.1493 -0.8490 -0.4268 -0.68
C 2.0302 -0.7668 -1.8517 -0.67
C 2.0579 -0.6025 0.9124 -0.90
C 1.3586 0.6734 1.6525 -0.63
C 1.9296 2.0920 0.9748 -0.49
C 2.0333 3.1836 2.2170 -0.21
C 0.6022 3.4325 2.9933 0.40
O -0.3691 4.1206 2.3753 -0.56
O 0.3321 2.9146 4.3703 -0.46
N 2.3310 -1.8494 1.7826 1.48
C 3.7401 -1.6252 2.3074 -0.33
C 4.0828 -0.2589 3.1245 -0.42
C 5.4433 0.4193 3.0606 -0.85
N 1.3956 -1.8468 2.7465 -0.55
C 1.6564 -2.1323 4.1536 -0.54
C 0.2836 -2.4315 5.0721 -0.39
C 0.3486 -3.8777 5.8574 -1.00
C 2.2343 -3.1608 0.9185 0.66
C 3.4947 -3.3185 -0.0643 -1.10
C 3.6798 -4.3378 -1.2622 0.59
C 3.8722 -5.9502 -0.8557 -0.98
O 5.0381 -4.0170 -1.8422 -0.62
P 2.3476 -4.7596 2.0324 0.04
N 3.8189 -5.1116 2.5856 -0.86
C 0.7121 -3.2595 0.2482 -1.24
C 0.5287 -4.3175 -1.0039 -0.71
P -0.6227 -4.0958 1.4240 0.41
N -0.7088 -5.6990 1.2187 -0.79
H -5.4347 -1.1480 -4.0783 0.33
H -0.8566 0.0016 -4.1640 0.36
H -1.2765 0.5608 -2.3178 0.18
H -1.8733 -2.4748 -3.1504 0.39
H -0.0171 -2.1589 -3.1301 -0.06
H -1.6540 -0.9485 -0.6493 0.42
H -1.8303 -2.8102 -0.8422 0.35
H 0.4458 0.1122 -0.5712 0.17
H 2.9515 -0.0305 -1.6700 0.28
H 1.4070 -0.2707 -2.7248 0.18
H 2.4532 -1.8103 -2.1703 -0.04
H 3.1147 -0.2146 0.5127 0.49
H 0.1761 0.7326 1.4959 0.52
H 1.5278 0.7759 2.7989 0.14
H 1.0963 2.4366 0.1926 0.22
H 2.9539 1.9570 0.4257 0.37
H 2.5633 4.1750 1.8844 0.19
H 2.7529 2.6732 3.0195 0.11
H 1.1988 2.6625 4.8206 0.37
H 4.1417 -2.5271 2.9796 0.45
H 4.5747 -1.5215 1.4564 0.71
H 3.3459 0.2988 3.8815 0.16
H 6.3445 0.0743 3.7625 0.27
H 5.5526 1.2911 2.2736 0.22
H 0.4106 -1.7032 2.5025 0.53
H 2.1646 -1.2685 4.8068 0.02
H 2.3474 -3.0815 4.3755 0.29
H 0.1389 -1.6080 5.9187 0.40
H -0.6674 -2.3190 4.3663 0.27
H -0.2793 -3.7323 6.8620 0.34
H 1.4421 -4.1301 6.2024 0.30
H -0.1869 -4.7481 5.2759 0.22
H 3.8302 -2.2388 -0.4592 0.40
H 4.4558 -3.5884 0.6068 0.52
H 2.9863 -4.2076 -2.2257 0.05
H 4.5446 -6.0793 0.0937 0.11
H 4.5097 -6.3980 -1.7612 0.36
H 2.8722 -6.5502 -0.8480 0.25
H 5.0606 -4.3686 -2.7987 0.42
H 1.9084 -5.9119 1.2483 0.30
H 1.5223 -4.7140 3.2062 0.27
H 4.1297 -6.0440 2.2355 0.32
H -0.5910 -4.6552 -1.1815 0.51
H 0.8680 -3.7938 -1.9925 -0.09
H 1.1172 -5.2836 -0.7165 0.30
H -1.9656 -3.5845 1.1624 0.11
H -0.3893 -3.8239 2.8085 0.05
H -0.4933 -6.1292 2.1553 0.32
C -4.6430 2.8777 -0.2589 -0.80
O -5.6567 2.1761 -0.9704 -0.20
P -7.2475 2.5540 -0.4049 1.09
O -7.3895 1.0869 0.0191 -0.59
O -7.8100 2.7143 -1.9490 -0.34
C -6.9517 2.9761 -3.0389 -0.50
O -8.8382 2.9318 0.1607 -0.44
C -9.8397 1.9280 0.1382 -0.57
H -3.6723 2.5808 -0.6576 0.18
H -4.7788 3.9523 -0.4080 0.38
H -4.7012 2.6309 0.7994 0.34
H -6.4565 2.0498 -3.3445 0.17
H -6.2117 3.7450 -2.7954 0.23
H -7.5496 3.3357 -3.8803 0.28
H -9.6665 1.2063 0.9368 0.23
H -9.8781 1.4278 -0.8323 0.28
H -10.8056 2.4055 0.3261 0.27
C 1.1467 -6.3240 -6.7101 -0.86
O 1.0580 -4.9685 -6.2850 -0.21
P 2.4197 -4.0255 -6.7846 0.83
O 2.7594 -3.8250 -5.3025 -0.44
O 1.4430 -2.7876 -7.2747 -0.29
C 0.0807 -2.9835 -7.5891 -0.54
O 3.7814 -3.0825 -7.2841 -0.47
C 4.2438 -2.0339 -6.4488 -0.37
H 0.2667 -6.8578 -6.3493 0.25
H 1.1634 -6.3567 -7.8028 0.35
H 2.0487 -6.7768 -6.3030 0.33
H -0.5025 -3.0418 -6.6655 0.19
H -0.0693 -3.8823 -8.1954 0.26
H -0.2760 -2.1243 -8.1629 0.29
H 4.7727 -2.4443 -5.5882 0.13
H 3.4208 -1.3920 -6.1257 0.21
H 4.9560 -1.4316 -7.0199 0.28
C 2.8994 4.8605 -1.9048 -0.67
O 4.2394 4.5110 -1.5759 -0.11
P 5.3807 5.7108 -2.0771 0.94
O 5.9894 4.6644 -3.0188 -0.60
O 6.1669 5.6373 -0.6270 -0.33
C 5.5448 5.1483 0.5422 -0.52
O 6.5219 6.9105 -2.5784 -0.44
C 7.8147 6.5064 -2.9985 -0.49
H 2.2412 4.0565 -1.5735 0.02
H 2.6308 5.7825 -1.3822 0.39
H 2.8099 4.9943 -2.9811 0.37
H 5.5371 4.0546 0.5217 0.18
H 4.5276 5.5374 0.6521 0.21
H 6.1257 5.4682 1.4110 0.36
H 7.7646 6.0587 -3.9913 0.22
H 8.2648 5.8125 -2.2846 0.26
H 8.4450 7.3975 -3.0676 0.24
C -7.9553 2.6862 3.4592 -0.43
O -7.5153 4.0356 3.5665 -0.22
P -7.5475 4.6169 5.1957 1.00
O -8.6004 5.6413 4.7550 -0.60
O -6.0506 5.2950 5.0338 -0.32
C -5.1340 4.8683 4.0485 -0.52
O -7.5797 5.1982 6.8248 -0.45
C -7.8793 6.5626 7.0694 -0.49
H -7.9220 2.3943 2.4089 -0.13
H -7.2820 2.0429 4.0321 0.37
H -8.9727 2.6021 3.8361 0.32
H -5.4062 5.3045 3.0830 0.22
H -5.0939 3.7766 3.9790 0.21
H -4.1368 5.2277 4.3152 0.30
H -8.9442 6.7455 6.9237 0.21
H -7.2841 7.2199 6.4312 0.26
H -7.6450 6.7812 8.1151 0.24
```

Summary:
LUMO ... -4.9 eV
Charge ... +1
2S+1 ... 1
Gap between HOMO and LUMO ... 5.6 eV

Entry 2:
Formula: C36H84O22P4
Source: OMol25
Level of theory: wB97M-V/def2-TZVPD

XYZ file:
```
146
Properties=species:S:1:pos:R:3:mulliken_charge:R:1
C -0.8882 -3.0490 -4.0447 -0.33
O -2.0399 -3.1515 -4.9064 -0.41
P -3.3912 -2.4387 -4.4595 0.91
O -3.8482 -2.5540 -3.0689 -0.51
O -3.0019 -0.8636 -4.7244 -0.43
C -2.4284 0.0378 -3.8606 -0.22
O -4.4831 -2.8046 -5.5679 -0.36
C -5.1107 -4.1035 -5.6014 -0.73
H -0.1287 -2.4445 -4.5406 0.26
H -0.4354 -4.0315 -3.9115 0.27
H -1.0932 -2.6723 -3.0426 0.05
H -2.9868 0.9619 -4.0098 0.32
H -1.3587 0.0345 -4.0700 0.27
H -2.5876 -0.2054 -2.8101 -0.04
H -4.7296 -4.8834 -4.9421 0.30
H -4.9239 -4.6038 -6.5517 0.32
H -6.1810 -4.0379 -5.4060 0.30
C 3.3827 0.2816 -4.6719 -0.81
O 4.2231 1.3799 -4.5257 -0.29
P 5.4681 1.3756 -3.4627 1.19
O 5.4382 0.3970 -2.3000 -0.73
O 5.4955 2.9738 -3.1200 -0.18
C 5.9319 3.8939 -4.1560 -0.71
O 6.6837 1.1896 -4.5730 -0.31
C 7.8930 0.6497 -4.1671 -0.72
H 3.5795 -0.0965 -5.6751 0.29
H 2.3239 0.5107 -4.5506 0.15
H 3.5993 -0.4210 -3.8672 0.44
H 6.8442 4.3871 -3.8204 0.31
H 5.1324 4.5678 -4.4640 0.21
H 6.0095 3.4888 -5.1649 0.36
H 8.2435 1.0893 -3.2333 0.33
H 8.5279 0.8063 -5.0392 0.24
H 7.8212 -0.4241 -3.9947 0.28
C -5.9338 1.1572 -2.5649 -0.61
O -5.0828 1.8874 -1.7321 -0.26
P -5.0716 1.6494 -0.0954 0.62
O -6.3412 1.7008 0.7034 -0.75
O -4.1009 2.8147 0.2928 -0.47
C -2.8380 2.8541 -0.4400 0.12
O -4.0789 0.3483 0.0922 0.32
C -4.5460 -0.9803 -0.0697 -0.47
H -5.7078 0.1235 -2.3030 0.20
H -5.9102 1.3480 -3.6378 0.26
H -6.9163 1.4692 -2.2109 0.31
H -2.0202 2.9854 0.2685 0.04
H -2.7837 3.7251 -1.0931 0.33
H -2.6558 1.9963 -1.0874 -0.19
H -4.4100 -1.5354 0.8584 -0.04
H -3.9480 -1.4738 -0.8358 -0.01
H -5.5955 -0.9052 -0.3544 0.61
C 0.4323 5.8867 1.2902 -0.45
O 1.7468 5.9434 1.8372 -0.45
P 2.5608 4.5704 1.9960 0.49
O 3.7705 4.8003 2.7989 -0.80
O 1.3188 3.5953 2.6832 0.34
C 0.9507 3.6618 4.1003 -0.74
O 2.7618 4.0246 0.4408 0.23
C 4.0208 3.4651 0.0864 -1.01
H 0.2002 4.9992 0.7016 0.02
H 0.0727 6.7706 0.7634 0.32
H -0.0737 5.9031 2.2555 0.27
H 0.4898 4.6375 4.2546 0.35
H 1.7098 3.3992 4.8371 0.28
H 0.0865 3.0195 4.2697 0.12
H 4.6809 3.3597 0.9473 0.57
H 4.4762 4.2196 -0.5550 0.32
H 4.0473 2.5774 -0.5456 0.19
C 0.1793 -4.9725 1.0792 0.01
C -1.3212 -4.7868 1.0192 1.27
C -1.6489 -4.3545 -0.3546 0.06
O -0.4341 -4.5178 -1.0245 -0.42
C 0.5675 -5.2317 -0.3365 -0.73
H 0.4676 -5.8543 1.6515 0.46
H 0.7885 -4.1151 1.3650 -0.27
H -1.7683 -4.1535 1.7854 -0.83
H -1.8281 -5.7043 1.3182 0.34
H -1.9823 -3.3264 -0.4961 -0.50
H -2.4578 -4.9268 -0.8086 0.33
H 1.5700 -4.9814 -0.6834 0.29
H 0.4778 -6.2758 -0.6363 0.33
C 1.0437 5.8145 -2.8616 -0.62
C 1.4311 4.4599 -2.5299 1.04
C 2.1527 3.9800 -3.7726 -0.05
O 2.6020 5.2040 -4.3301 -0.42
C 1.5917 6.1742 -4.2538 -0.55
H 1.3920 6.5333 -2.1199 0.33
H -0.0171 6.0357 -2.9794 0.29
H 0.6393 3.8021 -2.1716 -0.18
H 2.1998 4.3748 -1.7617 -0.52
H 1.3794 3.5959 -4.4379 0.26
H 2.9077 3.2124 -3.6029 -0.13
H 0.8957 6.1879 -5.0926 0.28
H 1.9481 7.2042 -4.2732 0.31
C -2.1494 -6.2035 4.7586 -0.59
C -0.7839 -5.6089 4.7825 0.37
C -0.9555 -4.6575 5.9128 -0.38
O -2.3162 -4.5740 6.3375 -0.45
C -3.0485 -5.1286 5.3383 -0.18
H -2.3346 -7.0188 5.4580 0.27
H -2.4371 -6.4415 3.7346 0.31
H -0.4852 -5.1028 3.8645 -0.53
H -0.0997 -6.4423 4.9417 0.37
H -0.5884 -3.6912 5.5671 0.19
H -0.3405 -5.0816 6.7065 0.33
H -3.4593 -4.5100 4.5405 -0.12
H -4.0026 -5.4155 5.7804 0.43
C 2.3498 -1.9289 4.1954 0.31
C 2.1360 -0.5044 4.7598 -0.07
C 3.1825 0.4314 4.1475 0.39
O 4.3141 -0.4549 3.8318 -0.47
C 3.7744 -1.8334 3.7483 -0.74
H 1.8585 -2.1663 3.2518 -0.41
H 2.1370 -2.6960 4.9401 0.48
H 2.2677 -0.5897 5.8384 0.50
H 1.1176 -0.1799 4.5459 -0.39
H 3.5574 1.2614 4.7465 0.22
H 2.6116 0.9681 3.3898 -0.46
H 4.3011 -2.5579 4.3695 0.29
H 3.9012 -2.1479 2.7124 0.32
C 0.4127 0.5823 0.8742 1.23
C 0.8240 1.4698 -0.2507 1.71
C 0.0722 0.8766 -1.4388 -0.67
O -0.4761 -0.3706 -0.9828 0.01
C 0.2195 -0.7732 0.1638 -0.16
H -0.5318 0.9475 1.2775 -0.46
H 1.1314 0.5566 1.6933 -0.49
H 1.8865 1.3865 -0.4796 -0.41
H 0.5301 2.4971 -0.0353 -0.90
H 0.7699 0.6016 -2.2299 -0.14
H -0.6605 1.5251 -1.9191 0.42
H 1.1545 -1.2723 -0.0907 0.04
H -0.3877 -1.5341 0.6543 -0.43
C -3.1690 0.3616 4.0628 -1.01
C -3.6118 -1.0538 3.7041 -0.42
C -2.3921 -1.7042 3.0662 1.22
O -1.2778 -1.1327 3.8325 0.03
C -1.6281 0.2095 4.1988 0.08
H -3.5502 0.7575 5.0041 0.46
H -3.6063 1.0306 3.3216 0.09
H -4.6423 -1.1607 3.3654 0.45
H -3.6292 -1.3987 4.7379 0.29
H -2.2169 -1.2308 2.1001 -0.53
H -2.4284 -2.7904 2.9828 -0.99
H -1.0789 0.9508 3.6183 -0.48
H -1.2893 0.3263 5.2282 0.62
```

Summary:
LUMO ... 0.4 eV
2S+1 ... 1
Gap between HOMO and LUMO ... 9.8 eV

Entry 3:
Formula: C36H85AsF9O20V
Source: OMol25
Level of theory: wB97M-V/def2-TZVPD

XYZ file:
```
152
Properties=species:S:1:pos:R:3:mulliken_charge:R:1
O -2.9263 4.8612 -0.7878 -0.51
V -2.4311 4.4619 -2.3110 0.85
O -0.9344 4.8642 -2.3123 -0.45
As -1.3345 1.0241 -0.6062 2.07
F -2.6565 0.0227 -1.1743 -0.55
F -0.4514 0.5289 -2.1516 -0.54
F 0.1346 1.9124 0.0018 -0.44
F -2.2081 1.5392 0.8579 -0.52
F -0.7116 -0.4369 0.2813 -0.61
F -1.8674 2.5179 -1.4307 0.33
C 2.5793 4.7401 -2.2698 -0.72
O 2.3786 3.8000 -3.3234 -0.23
C 2.0818 2.4422 -2.9891 0.21
C 3.3331 1.6198 -2.5578 0.05
O 4.0536 1.0910 -3.7060 -0.26
C 4.4017 2.1229 -4.5469 -0.69
H 3.6476 4.9449 -2.3399 0.38
H 2.2578 4.4375 -1.2732 0.36
H 2.0000 5.6223 -2.5425 0.26
H 1.6588 2.0552 -3.9161 0.10
H 1.3317 2.4022 -2.1993 0.20
H 3.1134 0.7084 -2.0018 0.01
H 3.9216 2.2116 -1.8568 0.32
H 3.5613 2.3916 -5.1870 0.28
H 5.2128 1.7831 -5.1908 0.39
H 4.8402 3.0155 -4.1008 0.27
C -4.1245 -0.0464 3.2171 -0.72
O -3.9764 -1.2209 4.0654 -0.21
C -2.9445 -0.9359 5.0365 -0.06
C -2.6485 -2.1298 5.9445 -0.37
O -3.1497 -2.0617 7.2087 -0.48
C -4.5879 -2.0913 7.3654 -0.64
H -5.0639 -0.0249 2.6646 0.19
H -3.2117 -0.0352 2.6216 0.14
H -4.0930 0.9057 3.7468 0.38
H -3.3258 -0.1496 5.6880 0.56
H -2.0448 -0.5558 4.5524 0.08
H -1.5764 -2.3194 5.9966 -0.02
H -3.0468 -3.0570 5.5325 0.32
H -5.0462 -2.9149 6.8180 0.28
H -4.9768 -1.2051 6.8640 0.23
H -4.8974 -2.1908 8.4058 0.26
C 1.3226 2.4905 3.9327 -0.20
O 0.1255 3.2343 4.2647 -0.47
C -0.9503 3.3137 3.3588 -0.27
C -0.6299 4.3705 2.2741 0.66
O -0.8542 5.6350 2.8426 -0.43
C -0.9739 6.6860 1.8560 -0.59
H 1.0550 1.4385 3.8339 -0.02
H 2.0073 2.6595 4.7638 0.29
H 1.7689 2.8437 3.0031 0.15
H -1.7595 3.6108 4.0258 0.29
H -1.1183 2.3183 2.9476 -0.01
H -1.3199 4.1986 1.4480 -0.29
H 0.3546 4.2133 1.8334 0.11
H -0.2034 6.7671 1.0894 0.25
H -1.2054 7.6472 2.3150 0.33
H -1.8231 6.3221 1.2776 0.16
C 8.7783 0.8938 0.7755 -0.81
O 7.4278 1.1555 0.4031 -0.35
C 6.4521 0.8059 1.3903 -0.67
C 5.0335 0.7497 0.6987 -0.35
O 4.0058 0.4944 1.6492 -0.31
C 2.6059 0.4707 1.2466 0.57
H 9.0375 1.3657 1.7232 0.32
H 9.5783 1.1277 0.0730 0.28
H 8.9394 -0.1616 0.9950 0.33
H 6.3631 1.4706 2.2495 0.33
H 6.6916 -0.2135 1.6927 0.35
H 5.0256 0.1405 -0.2051 0.37
H 4.9601 1.7457 0.2618 0.16
H 2.0055 0.4050 2.1540 -0.40
H 2.3230 -0.2589 0.4879 -0.07
H 2.4630 1.4901 0.8881 0.24
C -0.3062 -2.6171 2.8965 0.82
O 0.0678 -1.9000 4.0749 0.15
C 1.1910 -2.4609 4.6945 -1.18
C 2.4155 -1.8629 4.0483 0.83
O 3.6491 -2.2150 4.6906 -0.56
C 4.8077 -1.9175 3.8784 -0.56
H -0.2523 -3.6981 3.0251 0.43
H 0.5544 -2.5032 2.2374 -1.01
H -1.2201 -2.1939 2.4797 -0.36
H 1.1945 -3.5480 4.7741 0.52
H 1.1047 -2.1252 5.7279 0.30
H 2.2762 -0.7820 4.0308 0.00
H 2.4918 -2.3518 3.0771 -0.27
H 4.7989 -2.5246 2.9732 0.22
H 5.7272 -2.1369 4.4211 0.45
H 4.8808 -0.8398 3.7320 0.17
C 3.9466 -3.4096 -0.1025 -0.56
O 3.1511 -2.6896 -1.0456 -0.39
C 1.7093 -2.8584 -0.7827 1.10
C 1.0665 -4.1627 -1.4324 -0.69
O 1.6372 -5.3575 -0.8605 -0.35
C 0.7138 -6.4751 -0.9439 -0.80
H 4.9995 -3.3315 -0.3734 0.28
H 3.7289 -4.4728 -0.2048 0.29
H 3.8890 -2.9325 0.8758 0.10
H 1.2187 -1.9944 -1.2310 -0.25
H 1.5009 -2.8179 0.2864 -0.41
H 1.3175 -4.0781 -2.4897 0.41
H -0.0002 -4.0317 -1.2503 0.29
H -0.3134 -6.3984 -0.5875 0.23
H 1.1289 -7.3701 -0.4806 0.29
H 0.7592 -6.7426 -1.9997 0.36
C -5.3674 2.9501 -1.9743 -0.99
O -4.1109 3.0517 -2.6852 -0.07
C -3.9875 2.1321 -3.7567 -0.43
C -3.0105 2.7707 -4.7410 -0.14
O -1.7975 3.3711 -4.1915 0.11
C -0.7748 3.6051 -5.1897 -0.55
H -5.2309 3.6348 -1.1373 0.30
H -5.3759 2.0257 -1.3969 0.33
H -6.3120 3.1991 -2.4578 0.32
H -4.9432 1.8531 -4.2004 0.64
H -3.6463 1.1551 -3.4145 -0.06
H -3.6190 3.3906 -5.3995 0.41
H -2.6890 1.9798 -5.4187 0.23
H 0.1325 3.9532 -4.6960 0.00
H -1.0422 4.4016 -5.8842 0.34
H -0.3929 2.6723 -5.6047 0.21
C -6.0339 -2.6546 1.9605 -0.64
O -5.3121 -2.9829 0.7674 -0.49
C -4.0549 -2.3690 0.6321 0.44
C -2.9900 -3.3068 0.1125 -0.46
O -2.4519 -4.1518 1.1674 -0.05
C -3.3655 -5.1762 1.6661 -0.87
H -5.5168 -2.8776 2.8938 0.20
H -6.9738 -3.2039 1.9064 0.27
H -6.2460 -1.5884 1.8806 0.31
H -3.6467 -1.8993 1.5270 -0.09
H -4.2421 -1.5898 -0.1068 0.14
H -2.2086 -2.6595 -0.2856 -0.17
H -3.3171 -3.8737 -0.7592 0.60
H -2.9340 -5.9067 2.3504 0.29
H -3.7712 -5.7054 0.8038 0.37
H -4.2701 -4.8704 2.1918 0.17
C -0.0530 -1.7901 -4.4450 -1.11
C -0.2742 -0.6113 -5.3748 0.53
O -0.9100 -0.9615 -6.6061 -0.28
C -0.8968 -0.1339 -7.7274 0.32
O -0.5816 1.0561 -7.6972 -0.54
C -1.2654 -0.7957 -8.9994 0.85
F -2.2132 -0.1438 -9.6916 -0.24
F -0.2045 -0.6715 -9.7869 -0.23
F -1.7144 -2.0838 -8.8291 -0.23
H -0.8795 -2.3411 -3.9961 0.45
H 0.5604 -1.4926 -3.5945 0.06
H 0.4963 -2.5398 -5.0144 0.49
H 0.7367 -0.2869 -5.6221 0.24
H -0.8921 0.1840 -4.9578 -0.32
```

Summary:
LUMO (spin up / spin down) ... -5.2 / -8.5 eV
Charge ... +1
2S+1 ... 2
Gap between HOMO and LUMO (spin up / spin down) ... 5.3 / 2.0 eV

| no. | electronic energy (eV) |
| --- | --- |
| 1 | -140735.8535 |
| 2 | -120895.4604 |
| 3 | -190624.2029 |